Computed, not measured: a 2-piece molecular cluster, C9H12Se overall at a distorted geometry, with ωB97M-V with the def2-TZVPD basis set.

Structure (ORCA input):
```
! wB97M-V def2-TZVPD RIJCOSX def2/J DEFGRID3
* xyz 0 1
C -1.537 2.090 -0.903
H -0.277 1.042 -2.234
H -2.725 -0.477 -1.298
H 0.427 0.238 1.780
C -1.730 2.372 0.457
H 4.333 -1.286 -0.192
C 2.371 -0.828 0.199
Se -3.731 -0.854 -0.119
H 2.311 -0.731 1.255
H -2.438 -0.598 0.715
C 0.313 0.639 -0.202
C 3.393 -1.766 -0.327
H 3.275 -1.950 -1.468
H -2.212 2.348 -1.705
H 3.236 -2.750 0.065
H -2.694 2.890 0.689
C -0.031 0.912 1.161
C 1.407 -0.311 -0.579
H -1.218 1.980 2.458
H 1.485 -0.317 -1.670
C -1.050 1.804 1.480
C -0.465 1.283 -1.188
*
```

Computed properties:
Total energy ... -74871.83887 eV
HOMO energy ... -8.406 eV
LUMO ... 0.7 eV
Energy relative to the best compared isomer or geometry (same formula, charge and spin) ... 17.7 kcal/mol
Largest force on an atom ... 0.0791 Eh/bohr
HOMO-LUMO gap ... 9.06 eV

---

Computed, not measured: C9H13AuNO2 as an isolated structure at a distorted geometry, with ωB97M-V with the def2-TZVPD basis set.

Structure (ORCA input):
```
! wB97M-V def2-TZVPD RIJCOSX def2/J DEFGRID3
* xyz -1 3
O 0.239 -1.384 2.466
Au -0.197 -0.061 -0.414
C 0.709 -2.046 -1.277
C 0.970 0.517 3.711
H -1.950 0.485 -2.858
O 0.349 0.595 1.406
C 0.481 -0.201 2.448
C 0.083 2.246 -0.823
C 1.017 1.547 -1.660
N -1.800 -0.802 0.354
H -2.633 -1.161 0.543
H -0.118 -2.789 0.574
H 0.591 -2.021 -2.359
H 1.693 -1.847 -0.856
C -1.251 1.881 -1.239
C -1.132 0.953 -2.340
H -1.216 -2.966 -0.915
H 1.138 1.585 3.543
H 1.912 0.042 4.038
H 2.094 1.604 -1.596
H 0.211 0.384 4.502
H 0.326 2.914 -0.016
C 0.270 0.751 -2.595
C -0.303 -2.576 -0.472
H 0.686 0.123 -3.364
H -2.168 2.226 -0.800
*
```

Computed properties:
Total energy ... -18813.94942 eV
HOMO energy (alpha / beta) ... -2.526 / -2.458 eV
LUMO (alpha / beta) ... 3.9 / 3.8 eV
Energy relative to the best compared isomer or geometry (same formula, charge and spin) ... 0.0 kcal/mol
Largest force on an atom ... 0.1001 Eh/bohr
HOMO-LUMO gap (alpha / beta) ... 6.38 / 6.27 eV

---

Computed, not measured: C9H13BN2Ti as an isolated structure at a distorted geometry, with ωB97M-V with the def2-TZVPD basis set.

Structure (ORCA input):
```
! wB97M-V def2-TZVPD RIJCOSX def2/J DEFGRID3
* xyz 0 1
H 2.047 -2.216 -0.704
H -1.846 0.404 4.747
C 2.134 -0.520 0.776
C -1.540 -1.491 -2.006
H 2.272 -1.005 1.702
H -1.714 -1.989 0.046
H 1.992 2.107 -1.359
C 1.999 -1.183 -0.529
H -0.370 1.806 4.633
C -1.169 -1.938 -0.921
C -0.967 0.806 2.752
H -2.154 -1.880 -4.091
N -0.724 1.685 -0.754
H -1.357 1.848 -2.353
N -0.655 0.388 1.705
C 1.876 -0.138 -1.559
C -1.881 -1.065 -3.388
H -2.064 -0.046 -3.714
B -1.386 1.349 4.127
C 1.973 1.171 -0.882
H -2.219 2.212 3.895
H -0.223 -2.768 -0.966
H 1.799 -0.288 -2.591
C 2.093 0.926 0.563
H 2.222 1.665 1.304
Ti -0.140 0.159 -0.433
*
```

Computed properties:
Total energy ... -36306.79785 eV
HOMO energy ... -8.717 eV
LUMO ... -1.9 eV
Largest force on an atom ... 0.2580 Eh/bohr
HOMO-LUMO gap ... 6.79 eV